[1]
{
  "formula": "C42H42Li2O18S",
  "method": "ωB97M-V/def2-TZVPD",
  "species": ["Li", "Li", "S", "O", "O", "O", "O", "C", "C", "C", "C", "C", "C", "O", "O", "H", "H", "H", "H", "H", "H", "C", "C", "C", "C", "C", "C", "O", "O", "H", "H", "H", "H", "H", "H", "C", "C", "C", "C", "C", "C", "O", "O", "H", "H", "H", "H", "H", "H", "C", "C", "C", "C", "C", "C", "O", "O", "H", "H", "H", "H", "H", "H", "C", "C", "C", "C", "C", "C", "O", "O", "H", "H", "H", "H", "H", "H", "C", "C", "C", "C", "C", "C", "O", "O", "H", "H", "H", "H", "H", "H", "C", "C", "C", "C", "C", "C", "O", "O", "H", "H", "H", "H", "H", "H"],
  "coordinates": [[-46.90377, 38.11837, -9.60332], [-49.05242, 32.82573, -11.15332], [-48.69780, 35.49754, -9.24137], [-48.27990, 35.19133, -7.91858], [-48.71530, 34.34946, -10.07497], [-49.94848, 36.24508, -9.33033], [-47.73646, 36.42104, -9.78051], [-43.81380, 34.24259, -6.57755], [-45.08289, 34.88624, -6.79177], [-45.18670, 36.24606, -6.61177], [-43.97693, 36.99262, -6.35068], [-42.80402, 36.38020, -6.15955], [-42.73654, 34.99399, -6.24223], [-41.58569, 34.33035, -5.69287], [-46.39464, 36.77754, -6.68868], [-43.86911, 33.25568, -6.69120], [-45.95997, 34.36727, -7.18041], [-44.08395, 38.16431, -6.35182], [-42.02669, 36.95684, -5.97647], [-41.07916, 34.82045, -5.06904], [-47.01612, 36.14590, -7.14608], [-51.34662, 35.06339, -6.52698], [-52.67247, 34.61870, -6.38471], [-53.18691, 34.30451, -5.15000], [-52.39746, 34.56969, -3.99093], [-50.98977, 35.01669, -4.09120], [-50.45305, 35.19343, -5.34276], [-49.19410, 35.54484, -5.53932], [-54.45047, 34.01131, -5.07835], [-50.80432, 35.22503, -7.43350], [-53.20441, 34.52141, -7.31298], [-52.68881, 34.41066, -3.04246], [-50.26768, 35.22883, -3.19897], [-48.87094, 35.54378, -6.38359], [-54.97275, 34.79551, -5.43572], [-43.94531, 34.33975, -11.60313], [-45.09255, 35.16357, -11.42090], [-46.01708, 35.30894, -12.52483], [-45.76717, 34.65185, -13.74389], [-44.50960, 33.98756, -13.85185], [-43.67089, 33.67060, -12.80348], [-42.57056, 32.92229, -12.93775], [-47.21315, 35.90427, -12.31271], [-43.36927, 34.38345, -10.69492], [-45.19133, 35.79405, -10.66318], [-46.56945, 34.86503, -14.60949], [-44.40796, 33.44911, -14.83917], [-42.54505, 32.56492, -13.78946], [-47.31241, 36.04262, -11.44098], [-51.59941, 40.20506, -12.11482], [-50.84736, 39.35137, -11.38337], [-49.45515, 39.57971, -11.23105], [-48.86915, 40.64848, -11.82959], [-49.59443, 41.60221, -12.48247], [-50.91403, 41.33662, -12.79269], [-51.70598, 42.18800, -13.45102], [-48.80076, 38.86275, -10.34514], [-52.65822, 40.16606, -12.10619], [-51.43463, 38.55745, -10.94942], [-47.89910, 40.97556, -11.70589], [-49.00394, 42.14912, -13.02707], [-52.58936, 42.44632, -13.22431], [-49.33844, 38.20867, -9.93986], [-54.73190, 37.20176, -6.21514], [-53.50466, 37.88689, -6.57794], [-52.87532, 37.55689, -7.86652], [-53.64874, 36.79849, -8.78865], [-54.93339, 36.37151, -8.60780], [-55.46956, 36.54491, -7.26578], [-56.55728, 35.80313, -6.81333], [-51.48392, 37.88015, -8.01394], [-54.91479, 37.07314, -5.18652], [-52.84705, 38.39457, -5.95998], [-53.04202, 36.63996, -9.77746], [-55.59570, 35.94625, -9.29222], [-56.93823, 35.44564, -7.73956], [-51.03716, 37.01810, -8.59678], [-52.33137, 34.19370, -10.53778], [-53.23678, 33.12937, -10.60390], [-54.14056, 33.18896, -11.70792], [-54.14060, 34.18618, -12.74443], [-53.17515, 35.12263, -12.54882], [-52.18691, 35.20967, -11.43101], [-51.19956, 36.14014, -11.48222], [-54.98122, 32.04890, -11.92512], [-51.73763, 34.10724, -9.52866], [-53.05884, 32.22949, -10.11512], [-54.95284, 34.29095, -13.43656], [-53.13443, 36.01798, -13.30553], [-50.75655, 36.09707, -10.52492], [-54.94319, 31.45419, -11.30299], [-45.47545, 30.26813, -6.56763], [-46.65588, 30.99103, -6.31904], [-47.01723, 31.95975, -7.33873], [-46.15689, 32.20323, -8.41343], [-45.02396, 31.37604, -8.65249], [-44.71109, 30.42231, -7.68001], [-43.60626, 29.63260, -7.90380], [-48.05133, 32.80004, -7.09120], [-45.34580, 29.44919, -5.90640], [-47.17467, 30.90593, -5.40308], [-46.30302, 32.90995, -9.35668], [-44.44548, 31.56462, -9.32744], [-43.34736, 28.81214, -7.42344], [-48.09859, 33.64511, -7.47639]],
  "mulliken_charge": [0.769, 0.817, 1.721, 0.843, -0.744, -1.388, -0.572, -0.871, 0.710, 0.000, -0.613, -0.885, 0.362, -0.553, -0.625, 0.727, 0.036, 0.220, 0.606, 0.293, -0.002, 1.820, -0.222, -0.144, -0.951, -0.531, -0.196, -0.685, -0.636, -1.070, 0.816, 0.621, 0.252, 0.591, 0.301, -0.562, -0.651, 0.549, -0.590, -0.389, 0.407, -0.504, -0.470, 0.545, 0.658, 0.256, 0.156, 0.292, 0.335, -0.810, 0.023, 0.284, -0.486, -1.022, 0.554, -0.581, -0.367, 0.413, 0.665, 0.414, 0.483, 0.334, 0.255, -0.231, -0.701, -0.247, 0.039, -0.595, 0.603, -0.554, -0.655, 0.590, 0.524, 0.075, 0.461, 0.305, 0.216, 1.161, -1.283, 0.557, -0.882, -0.361, -0.107, -0.621, -0.532, 0.008, 0.464, 0.440, 0.206, 0.134, 0.262, -0.658, -0.891, 0.719, 0.028, -1.413, 0.765, -0.577, -0.464, 0.352, 0.517, -0.176, 1.147, 0.324, 0.048],
  "de_lowest_ev": 0.532,
  "e_homo_ev": -7.213,
  "homo_lumo_gap_ev": 5.7,
  "lumo_energy_ev": -1.5012
}



[2]
{
  "formula": "C3H12P4",
  "method": "ωB97M-V/def2-TZVPD",
  "species": ["C", "C", "C", "P", "P", "P", "P", "H", "H", "H", "H", "H", "H", "H", "H", "H", "H", "H", "H"],
  "coordinates": [[-0.81986, -0.32743, -1.59022], [3.59329, 0.67934, 0.45496], [-1.04350, -0.04366, -0.03729], [-1.40410, -1.50384, 1.03048], [-2.60562, 1.00488, 0.17912], [2.06417, -0.22489, -0.38749], [0.47400, 0.92850, 0.54596], [-0.95729, 0.62991, -2.26722], [0.13222, -0.88903, -1.83828], [-1.59401, -1.07024, -1.92027], [4.34066, 1.13714, -0.18368], [4.12079, -0.01935, 1.07900], [3.11293, 1.40865, 1.08066], [-2.35790, -1.97180, 0.09822], [-0.43565, -2.57226, 0.55337], [-2.99147, 0.54681, 1.46657], [-3.40077, 0.09599, -0.49569], [1.97030, 0.55808, -1.53624], [0.61605, 0.10845, 1.87205]],
  "mulliken_charge": [-1.347, -0.904, 0.219, -0.047, -0.103, -0.002, -0.214, 0.325, 0.427, 0.398, 0.329, 0.302, 0.292, 0.047, 0.057, 0.065, 0.060, 0.037, 0.062],
  "de_lowest_ev": 0.000,
  "e_homo_ev": -8.451,
  "homo_lumo_gap_ev": 9.3,
  "smiles": "C[PH]#[PH]C(C)(P)P",
  "lumo_energy_ev": 0.8566
}